Model P:
ORCA calculation (the ωB97M-V functional and the def2-TZVPD basis) on 8 unconnected molecules or ions with the total composition H16O8.

XYZ file:
```
24
Properties=species:S:1:pos:R:3:lowdin_charge:R:1
O -3.478 -3.403 9.157 -0.063
H -3.583 -2.751 8.460 0.024
H -2.726 -3.937 8.871 -0.003
O 1.065 -7.548 6.137 -0.052
H 1.378 -8.164 6.807 0.035
H 1.850 -7.071 5.854 0.024
O 0.006 -6.138 9.201 -0.049
H -0.525 -5.395 8.884 0.007
H 0.853 -6.035 8.755 0.006
O -1.535 -6.667 11.947 -0.067
H -0.984 -5.901 12.131 0.025
H -1.069 -7.134 11.244 -0.010
O 2.459 -4.141 7.576 -0.043
H 2.513 -3.856 6.659 0.040
H 3.043 -4.903 7.630 0.017
O -0.982 -3.886 7.708 -0.043
H -0.693 -4.297 6.886 0.064
H -0.721 -2.963 7.636 0.069
O 3.386 -7.057 9.568 -0.041
H 3.788 -7.890 9.300 0.040
H 4.038 -6.391 9.328 0.030
O -1.597 -8.816 9.557 -0.054
H -2.110 -9.455 9.056 0.033
H -1.289 -8.167 8.913 0.011
```

Results
Total charge   0
Structure (SMILES)   O.O.O.O.O.O.O.O
HOMO energy   -10.2 eV

***

Model Q:
ORCA calculation (the ωB97M-V functional and the def2-TZVPD basis) on a molecular structure, H16O8.

XYZ file:
```
24
Properties=species:S:1:pos:R:3:lowdin_charge:R:1
O -1.177 -0.125 2.096 0.019
H -0.326 0.130 2.454 0.091
H -0.980 -0.452 1.218 0.000
O 0.078 1.860 -2.405 -0.050
H -0.031 1.520 -1.516 -0.051
H -0.067 1.102 -2.971 0.033
O -2.314 1.699 1.230 -0.011
H -1.996 2.484 1.675 0.081
H -1.660 1.029 1.428 -0.075
O 2.236 -0.663 -0.318 0.000
H 1.591 -1.232 -0.738 0.080
H 2.924 -0.555 -0.975 0.121
O -0.448 1.344 -0.015 0.026
H -1.391 1.388 0.141 0.035
H -0.143 2.244 0.098 0.160
O -0.991 -1.465 -1.898 -0.065
H -0.494 -1.204 -1.122 -0.205
H -1.752 -1.931 -1.550 0.030
O 2.297 -2.142 1.537 -0.062
H 2.714 -2.760 0.936 0.032
H 2.091 -1.381 0.994 -0.064
O -0.257 -0.631 -0.108 0.000
H 0.692 -0.524 -0.036 0.033
H -0.595 0.263 -0.157 -0.158
```

Results
Total charge   0
HOMO energy   -10.2 eV

***

Relative energies, unit eV: model P 0.000; model Q 6.228

***

Model P:
ORCA calculation (the ωB97M-V functional and the def2-TZVPD basis) on a single C4H9OPS molecule.

XYZ file:
```
16
Properties=species:S:1:pos:R:3:lowdin_charge:R:1
C 0.025 -0.761 2.319 -0.178
C -0.013 -0.932 0.886 -0.656
S -0.932 -2.420 0.065 0.431
P 0.334 0.483 -0.222 0.521
C -1.321 0.999 -0.656 -0.153
C 1.119 -0.005 -1.879 -0.146
O 1.092 1.478 0.545 -0.354
H 1.133 -0.961 2.430 0.127
H -0.563 -1.409 2.942 0.071
H -0.133 0.319 2.599 0.106
H -0.884 1.650 -1.394 0.047
H -1.990 0.236 -0.952 0.038
H -1.665 1.664 0.046 0.032
H 1.316 0.887 -2.452 0.044
H 2.024 -0.537 -1.846 0.023
H 0.457 -0.691 -2.433 0.047
```

Results
Total charge   0
Structure (SMILES)   CC(=S)P(C)(C)=O
HOMO energy   -8.8 eV

***

Model Q:
ORCA calculation (the ωB97M-V functional and the def2-TZVPD basis) on a single C4H9OPS molecule.

XYZ file:
```
16
Properties=species:S:1:pos:R:3:lowdin_charge:R:1
C 0.771 1.819 0.146 -0.043
C 1.165 0.382 0.440 -0.527
O 1.875 -0.142 1.254 0.046
C 0.395 -0.468 -0.539 -0.601
P 0.447 -2.280 -0.028 0.842
C -1.116 -0.056 -0.760 -0.600
S -2.147 -0.019 0.756 0.656
H -0.211 2.030 0.755 0.109
H 0.763 2.028 -0.983 0.113
H 1.590 2.419 0.655 0.097
H 0.772 -0.459 -1.497 0.064
H -0.258 -1.997 1.245 -0.079
H 1.682 -2.234 0.604 -0.116
H -1.364 1.005 -1.190 0.080
H -1.688 -0.786 -1.515 0.107
H -2.676 -1.241 0.657 -0.149
```

Results
Total charge   0
Structure (SMILES)   CC(=O)[C@@H](P)CS
HOMO energy   -9.3 eV

***

Relative energies, unit eV: model P 0.000; model Q 0.396

***

Model P:
ORCA calculation (the ωB97M-V functional and the def2-TZVPD basis) on 2 unconnected molecules or ions with the total composition C2H6O.

XYZ file:
```
9
Properties=species:S:1:pos:R:3:lowdin_charge:R:1
C 0.200 0.528 -1.844 -0.157
O -0.919 0.119 -1.793 0.002
H 0.832 0.372 -2.724 0.077
H 0.648 1.088 -1.009 0.070
C -0.147 -0.420 1.461 -0.049
H -0.992 -0.541 2.137 0.020
H -0.219 0.574 1.030 0.002
H -0.184 -1.214 0.721 0.017
H 0.782 -0.505 2.022 0.018
```

Results
Total charge   0
Structure (SMILES)   C=O.C
HOMO energy   -10.3 eV

***

Model Q:
ORCA calculation (the ωB97M-V functional and the def2-TZVPD basis) on 2 unconnected molecules or ions with the total composition C2H6O.

XYZ file:
```
9
Properties=species:S:1:pos:R:3:lowdin_charge:R:1
C 2.057 -0.604 -1.788 -0.089
C 2.481 -1.812 -2.100 -0.088
H 2.576 0.271 -2.155 0.042
H 1.301 -0.350 -1.047 0.045
H 3.176 -1.947 -2.918 0.042
H 2.144 -2.758 -1.677 0.047
O -4.806 2.736 3.918 -0.067
H -4.970 1.864 4.298 0.032
H -3.960 2.601 3.468 0.034
```

Results
Total charge   0
Structure (SMILES)   C=C.O
HOMO energy   -10.3 eV

***

Relative energies, unit eV: model P 0.000; model Q 0.098

***

Model P:
ORCA calculation (the ωB97M-V functional and the def2-TZVPD basis) on 2 unconnected molecules or ions with the total composition C4H4O.

XYZ file:
```
9
Properties=species:S:1:pos:R:3:lowdin_charge:R:1
C 1.154 -0.543 0.844 -0.025
C -1.074 -0.774 -0.480 -0.004
C 0.054 -0.711 0.174 -0.204
C -0.748 2.587 -0.368 0.007
O 0.282 2.490 -0.842 0.014
H 1.233 -0.947 1.854 0.055
H 2.177 -0.395 0.352 0.090
H -1.286 -1.664 -1.032 0.055
H -1.792 -0.043 -0.501 0.012
```

Results
Total charge   0
HOMO energy   -9.9 eV

***

Model Q:
ORCA calculation (the ωB97M-V functional and the def2-TZVPD basis) on a molecular structure, C4H4O.

XYZ file:
```
9
Properties=species:S:1:pos:R:3:lowdin_charge:R:1
O 1.680 0.097 1.359 0.073
C 1.137 0.185 0.291 -0.301
C -0.320 0.510 0.135 -0.219
C -1.714 -0.162 -1.059 0.117
C -0.852 -0.904 -0.452 -0.164
H 1.650 -0.024 -0.665 0.134
H -0.360 1.404 -0.514 0.121
H -0.773 0.791 1.086 0.116
H -0.447 -1.896 -0.181 0.122
```

Results
Total charge   0
HOMO energy   -10.4 eV

***

Relative energies, unit eV: model P 0.000; model Q 2.326

***

Model P:
ORCA calculation (the ωB97M-V functional and the def2-TZVPD basis) on 2 unconnected molecules or ions with the total composition C4H4O.

XYZ file:
```
9
Properties=species:S:1:pos:R:3:lowdin_charge:R:1
C 1.299 -0.057 -0.908 -0.096
C 0.166 0.302 0.033 -0.148
C -0.890 -0.349 0.418 -0.124
C -1.961 -0.203 1.213 -0.235
O -2.977 -0.624 1.620 0.121
H 1.337 -1.133 -1.149 0.088
H 2.247 0.227 -0.451 0.070
H 1.220 0.483 -1.857 0.076
H -0.441 1.353 1.082 0.249
```

Results
Total charge   0
HOMO energy   -7.9 eV

***

Model Q:
ORCA calculation (the ωB97M-V functional and the def2-TZVPD basis) on a single C4H4O molecule.

XYZ file:
```
9
Properties=species:S:1:pos:R:3:lowdin_charge:R:1
C 1.734 0.469 0.382 0.023
C 0.534 -0.022 0.510 -0.106
C -0.709 -0.417 0.474 -0.071
C -1.422 -0.196 -0.829 -0.269
O -1.172 -0.787 -1.849 0.064
H 1.934 1.519 0.585 0.066
H 2.551 -0.155 0.033 0.066
H -1.251 -0.821 1.328 0.108
H -2.171 0.619 -0.811 0.119
```

Results
Total charge   0
Structure (SMILES)   C=C=CC=O
HOMO energy   -9.8 eV

***

Relative energies, unit eV: model P 3.553; model Q 0.000

***

Model P:
ORCA calculation (the ωB97M-V functional and the def2-TZVPD basis) on a single C2H3N3O3 molecule.

XYZ file:
```
11
Properties=species:S:1:pos:R:3:lowdin_charge:R:1
O -2.381 0.342 0.148 0.147
C -1.191 -0.248 -0.043 -0.390
N -0.880 -1.542 -0.159 0.079
N 0.570 -1.609 -0.034 0.097
C 0.913 -0.385 -0.067 -0.551
O 2.098 0.152 0.122 0.080
N -0.058 0.502 -0.159 -0.075
O 0.018 1.830 -0.197 0.064
H -2.976 -0.367 0.051 0.093
H 2.870 -0.548 -0.024 0.209
H 1.018 1.873 0.362 0.246
```

Results
Total charge   0
Structure (SMILES)   Oc1nnc(O)n1O
HOMO energy   -9.1 eV

***

Model Q:
ORCA calculation (the ωB97M-V functional and the def2-TZVPD basis) on a single C2H3N3O3 molecule.

XYZ file:
```
11
Properties=species:S:1:pos:R:3:lowdin_charge:R:1
O 2.652 0.112 -0.088 -0.060
N 1.511 0.878 0.012 0.060
C 0.463 0.162 0.121 -0.342
N 0.281 -1.279 -0.007 0.153
C -0.982 -1.407 -0.125 -0.183
O -1.717 -0.305 -0.005 0.035
N -0.812 0.705 0.446 -0.064
O -1.168 1.803 -0.338 0.044
H 2.390 -0.848 -0.046 0.092
H -1.564 -2.334 -0.264 0.155
H -1.054 2.512 0.295 0.110
```

Results
Total charge   0
Structure (SMILES)   O/N=c1\ncon1O
HOMO energy   -9.2 eV

***

Relative energies, unit eV: model P 0.000; model Q 1.540